35
Properties=species:S:1:pos:R:3 method="wB97M-V/def2-TZVPD" e_above_lowest_ev=6.070 homo_ev="-6.3 / -8.5" gap_ev="6.551 / 8.674" spin_multiplicity=1
C 4.80 0.46 0.65
C 4.11 -0.28 -0.15
C -1.81 -1.48 -1.60
C 0.55 -2.32 -1.36
C -0.56 -1.70 2.02
C -2.27 0.13 1.62
C -0.26 2.93 0.39
C -0.80 2.28 -1.73
C -0.29 -1.05 -1.42
C -0.76 -0.21 1.68
N -0.59 1.80 -0.44
Si 0.01 0.21 -0.01
H 5.64 0.26 1.29
H 4.44 1.39 1.00
H 4.15 -1.23 -0.69
H -2.25 -1.59 -0.65
H -2.38 -0.72 -2.28
H -1.77 -2.40 -1.98
H 1.49 -2.07 -1.73
H 0.19 -3.22 -1.73
H 0.67 -2.68 -0.31
H 0.36 -2.02 1.68
H -0.45 -1.89 3.20
H -1.26 -2.42 1.78
H -2.72 -0.44 0.96
H -2.23 1.20 1.23
H -2.60 -0.08 2.65
H -1.09 3.79 0.36
H -0.20 2.53 1.53
H 0.76 3.40 0.29
H -0.43 3.38 -1.77
H -0.25 1.78 -2.45
H -1.82 2.29 -2.13
H 0.08 -0.52 -2.44
H -0.45 0.48 2.53



42
Properties=species:S:1:pos:R:3 method="wB97M-V/def2-TZVPD" e_above_lowest_ev=1.847 smiles="COc1ccccc1NS(=O)(=O)NC(=O)c1cn(C)c2ccccc12" homo_ev=-8.3 gap_ev=8.867 spin_multiplicity=1
C -2.61 -3.33 -1.54
H -3.05 -4.13 -0.94
O -2.78 -2.08 -0.93
C -2.14 -1.84 0.25
C -1.46 -2.78 1.00
C -0.85 -2.42 2.20
C -0.94 -1.13 2.67
C -1.62 -0.17 1.93
C -2.21 -0.51 0.72
N -2.87 0.45 -0.06
S -2.19 1.95 -0.20
O -2.69 2.55 -1.38
O -2.29 2.66 1.03
N -0.53 1.63 -0.34
C -0.05 0.64 -1.16
O -0.78 0.10 -1.97
C 1.36 0.32 -1.00
C 2.15 -0.20 -2.00
N 3.42 -0.39 -1.56
C 3.48 -0.02 -0.24
C 4.56 -0.06 0.64
C 4.34 0.34 1.93
C 3.08 0.76 2.35
C 2.01 0.81 1.49
C 2.20 0.43 0.16
H 1.03 1.10 1.85
H 2.94 1.06 3.39
H 5.16 0.33 2.64
H 5.53 -0.40 0.31
C 4.52 -0.88 -2.34
H 5.32 -0.15 -2.37
H 4.91 -1.81 -1.91
H 4.18 -1.09 -3.35
H 1.87 -0.42 -3.01
H 0.08 2.09 0.31
H -3.11 0.08 -0.98
H -1.71 0.85 2.27
H -0.48 -0.85 3.60
H -0.32 -3.17 2.76
H -1.38 -3.80 0.66
H -3.13 -3.26 -2.49
H -1.55 -3.54 -1.72



9
Properties=species:S:1:pos:R:3 method="wB97M-V/def2-TZVPD" e_above_lowest_ev=4.795 homo_ev="-4.7 / -10.5" s2=2.005 gap_ev="5.319 / 7.457" spin_multiplicity=3
C 2.12 -1.52 0.32
C 2.62 -0.58 -0.19
Si -1.80 0.76 -0.08
Cl 3.38 0.75 -0.61
Cl -1.91 1.53 1.73
Cl -3.34 1.28 -1.34
Cl -1.83 -1.20 0.23
H 1.56 -2.39 0.81
H -0.79 1.38 -0.88



24
Properties=species:S:1:pos:R:3 method="wB97M-V/def2-TZVPD" e_above_lowest_ev=5.767 homo_ev=-8.6 gap_ev=8.610 spin_multiplicity=1
C 3.09 -1.52 0.49
C 3.52 -0.23 -0.22
C 2.68 0.84 -0.48
C 1.20 0.84 -0.01
C 0.41 2.08 -0.03
C -0.97 2.07 0.08
C -1.53 0.83 0.11
C -2.94 0.78 0.12
C -3.62 -0.33 0.02
C -2.94 -1.46 -0.22
C -1.54 -1.52 -0.48
C -0.85 -0.32 -0.01
H 3.99 -2.04 0.89
H 2.10 -2.39 -0.26
H 2.43 -1.08 1.55
H 4.61 -0.24 -0.47
H 3.01 1.71 -1.31
H 0.75 2.96 0.36
H -1.53 3.06 -0.11
H -3.51 1.63 0.54
H -4.64 -0.64 0.22
H -3.47 -2.32 -0.35
H -0.79 -2.42 -0.40
N 0.55 -0.31 -0.03



14
Properties=species:S:1:pos:R:3 method="wB97M-V/def2-TZVPD" e_above_lowest_ev=4.653 homo_ev=-9.6 gap_ev=9.279 spin_multiplicity=1
O 1.78 1.88 0.17
N 1.84 0.14 -0.37
C 0.64 -0.20 -0.46
C -0.18 -1.47 -0.65
C -1.30 -0.85 0.23
C -0.67 0.56 0.05
O -0.42 1.35 1.12
H 2.55 1.79 0.76
H 0.29 -2.39 -0.31
H -0.47 -1.57 -1.70
H -1.21 -1.16 1.28
H -2.33 -0.98 -0.11
H -1.07 1.07 -0.85
H 0.55 1.81 0.84



7
Properties=species:S:1:pos:R:3 method="wB97M-V/def2-TZVPD" e_above_lowest_ev=2.473 homo_ev="-3.7 / -3.7" gap_ev="7.355 / 7.356" charge=-1 spin_multiplicity=1
C -0.55 -2.14 0.43
O -0.97 1.10 0.51
O 0.25 1.15 -1.55
O 1.39 2.10 0.33
S 0.32 -0.95 1.08
S 0.36 1.15 -0.10
H -0.80 -2.41 -0.69